Molecular formula: C21H25N6O6RbS
Method: DFT, ωB97M-V with the def2-TZVPD basis set

Last column: Mulliken charge in e.
Atoms and positions in Å:
Rb 4.5751 -6.1893 16.5371  0.7662
O 1.5201 -4.2932 15.3177  -0.5646
C 1.4636 -4.6884 13.9648  -0.3750
C 1.1933 -6.1775 13.8037  -1.2423
N 2.2805 -7.0196 14.2724  0.7239
C 3.1644 -7.5014 13.2181  -0.6417
C 4.6571 -7.2000 13.4373  0.0318
O 5.4277 -8.1803 13.5200  -0.8089
O 4.9605 -5.9783 13.5230  -0.6067
C 1.8722 -8.0622 15.2124  -0.3264
C 1.5993 -7.4945 16.6139  0.2404
O 0.7213 -6.5885 16.6696  -0.8631
O 2.2956 -7.9015 17.5675  -0.6959
H 1.2114 -5.0207 15.8819  0.4610
H 2.4023 -4.4234 13.4728  0.1853
H 0.6658 -4.1213 13.4344  0.3063
H 0.9678 -6.3388 12.7379  0.4829
H 0.2933 -6.4030 14.3803  0.4646
H 2.8787 -6.9841 12.2806  0.4457
H 3.0408 -8.5778 13.0564  0.2625
H 2.6752 -8.8079 15.2846  0.2625
H 0.9310 -8.5500 14.8630  0.2840
S 7.6641 -6.2721 18.6646  -0.6563
C 7.0485 -7.6085 19.6302  -0.0079
N 7.0572 -7.6291 20.9206  -0.6958
N 7.4462 -6.5344 21.5838  0.3514
C 7.5068 -6.4659 22.9578  0.5267
C 7.1658 -7.5212 23.8216  -0.3993
C 7.2442 -7.3323 25.1943  -0.2947
C 7.6555 -6.1269 25.7495  -0.6638
C 8.0154 -5.1005 24.8890  -0.3168
C 7.9509 -5.2449 23.5109  -0.6356
N 6.6002 -8.8366 19.0756  -0.2147
N 6.3373 -8.8505 17.8832  0.1571
C 5.9257 -10.1319 17.4021  -0.3560
C 5.9516 -11.3061 18.1675  -0.1173
C 5.5357 -12.5257 17.6335  -0.6770
C 5.1258 -12.5607 16.2893  -0.2579
C 5.0693 -11.4091 15.5341  -0.7533
C 5.4765 -10.1872 16.0898  0.3731
H 7.7873 -5.7761 21.0156  0.1369
H 6.8606 -8.4850 23.3934  0.3635
H 7.0091 -8.1674 25.8466  0.3159
H 7.7294 -5.9738 26.8015  0.3793
H 8.3392 -4.1412 25.2674  0.3102
H 8.2436 -4.4335 22.8640  0.3457
H 6.3016 -11.2793 19.1921  0.4203
H 5.5627 -13.4574 18.1820  0.3432
H 4.8306 -13.4980 15.8305  0.3309
H 4.7451 -11.4171 14.5004  0.3944
H 5.4325 -9.3104 15.4471  0.4191
C 6.3882 -3.2713 13.8186  -0.8681
C 6.8204 -3.6855 15.2150  0.7339
N 7.2320 -4.9605 15.3331  -0.2895
O 6.8336 -2.8943 16.1528  -0.6947
H 7.2576 -2.9776 13.2420  0.2826
H 5.7499 -2.4006 13.8866  0.2594
H 5.8854 -4.0555 13.2700  0.2507
H 7.0715 -5.6000 14.5673  0.2305
H 7.5608 -5.2994 16.2335  0.1813

Cartesian forces (eV/Å) of the 2 atoms listed first:
-0.0588 -0.1236 0.0621
0.3056 0.5419 -0.1612

Computed properties:
Total charge   -2
Energy above the lowest of the compared OMol25 structures with the same formula, charge and spin   0.0 kJ/mol
LUMO   4.083 eV
Orbital gap   6.25 eV
HOMO   -2.2 eV
Multiplicity   1
E_tot   -2017.613644 Eh
Max |F|   1.723 eV/Å



Molecular formula: C4H7N3
Method: DFT, ωB97M-V with the def2-TZVPD basis set

Last column: Mulliken charge in e.
Atoms and positions in Å:
H 1.8199 1.5018 0.2349  0.2221
N 0.7962 1.8643 0.0759  -0.7654
C 0.0643 0.7822 -0.0470  0.4168
N -1.2689 0.7755 -0.1998  -0.3288
C -1.7513 -0.5610 0.0805  -0.5427
C -0.6669 -1.3489 0.0237  -0.1918
N 0.4302 -0.4998 -0.0770  0.1173
C 1.8557 -0.8628 0.0026  -1.1949
H -1.9072 1.5976 0.4586  0.3643
H -2.8217 -0.6983 0.2120  0.3752
H -0.3154 -2.3435 0.1593  0.3966
H 2.2691 -0.8871 1.0799  0.2494
H 1.9375 -1.9578 -0.3759  0.3224
H 2.3051 -0.2490 -0.7209  0.5593

Cartesian forces (eV/Å) of the 2 atoms listed first:
-2.4112 1.2207 -0.4091
1.8263 -2.0711 0.3672

Computed properties:
Total charge   0
Energy above the lowest of the compared OMol25 structures with the same formula, charge and spin   182.6 kJ/mol
LUMO   0.825 eV
Orbital gap   8.36 eV
HOMO   -7.5 eV
Multiplicity   1
E_tot   -320.813741 Eh
Max |F|   7.256 eV/Å



Molecular formula: C2H3ClFNO
Method: DFT, ωB97M-V with the def2-TZVPD basis set

Last column: Mulliken charge in e.
Atoms and positions in Å:
C -1.1354 -0.2618 -0.2758  -0.6142
N 0.0144 0.0924 0.5918  -0.0816
Cl 0.3206 -0.8103 2.0213  -0.0623
C 1.2221 0.4879 -0.2124  0.6010
O 1.2313 0.8042 -1.3449  -0.4291
F 2.2569 0.4967 0.5987  -0.2090
H -1.5295 0.7475 -0.4273  0.2506
H -0.5863 -0.6381 -1.2297  0.2521
H -1.7941 -0.9183 0.2782  0.2925

Cartesian forces (eV/Å) of the 2 atoms listed first:
2.4466 0.6477 -0.7812
2.8043 0.7663 -1.5088

Computed properties:
Total charge   0
Energy above the lowest of the compared OMol25 structures with the same formula, charge and spin   147.8 kJ/mol
LUMO   0.591 eV
Orbital gap   10.36 eV
HOMO   -9.8 eV
Multiplicity   1
E_tot   -768.016295 Eh
Max |F|   4.134 eV/Å



Molecular formula: C35H53N7O8P2S
Method: DFT, ωB97M-V with the def2-TZVPD basis set

Last column: Mulliken charge in e.
Atoms and positions in Å:
N -3.2712 -0.1232 -6.5791  -0.6891
P -3.9085 -0.1591 -5.1467  0.2288
C -2.6886 0.3024 -3.8840  0.2192
C -1.9025 -0.6976 -3.3211  -0.6813
C -0.8856 -0.4199 -2.4103  1.1681
P 0.0187 -1.8941 -1.8780  0.4568
O 1.3310 -2.0318 -2.5547  -0.5966
C -0.6071 0.8933 -1.9935  0.3144
C 0.5045 1.2472 -1.0404  -1.1273
C 0.5414 0.5059 0.3239  -1.1114
C 1.8682 -0.2304 0.5128  -1.0364
C 1.8964 -1.1547 1.7526  -0.6103
C 1.9863 -2.6673 1.4273  -0.5235
C 3.1808 -3.4030 2.0749  -1.0218
C 2.7372 -4.6262 2.8853  -0.3952
S 2.3934 -4.2047 4.6129  -0.1468
C 0.8884 -3.3386 4.5710  0.2790
N 0.6884 -2.2574 5.2491  -0.5276
N -0.6389 -1.8958 5.0078  0.0261
C -1.1059 -2.7737 4.1979  -0.2209
O -0.2104 -3.7241 3.8673  -0.2780
C -1.4336 1.8991 -2.5404  -0.1160
C -2.4490 1.6093 -3.4702  0.9632
C -3.2711 2.7474 -4.0030  -0.5988
O -3.6398 2.7990 -5.1416  -0.5388
C -3.5791 3.7962 -3.0046  0.4489
C -4.7991 4.4613 -3.0100  -0.7098
C -5.0280 5.4301 -2.0405  -0.6797
C -4.0514 5.6943 -1.0851  -0.2553
C -2.8307 5.0325 -1.0903  -0.7019
C -2.5885 4.0778 -2.0674  0.8241
C -1.3036 3.3490 -2.1704  -0.4558
O -0.2588 3.9202 -2.0011  -0.6355
H -3.7490 0.5395 -7.1763  0.2522
H -5.0231 0.6835 -4.9905  0.0617
H -4.3264 -1.4521 -4.7740  0.0741
H -2.0704 -1.7218 -3.6292  0.1306
H 0.0822 -1.9668 -0.4824  -0.0749
H -0.8030 -2.9819 -2.2392  0.0040
H 0.4853 2.3020 -0.8305  0.5797
H 1.4499 1.0798 -1.5563  0.4591
H 0.5250 1.2661 1.1003  0.4277
H -0.3120 -0.1478 0.4746  0.6054
H 2.1246 -0.8285 -0.3618  0.5838
H 2.6702 0.4982 0.6084  0.4064
H 0.9846 -0.9912 2.3237  0.2057
H 2.7519 -0.9049 2.3703  0.4310
H 1.0777 -3.1453 1.7936  0.3448
H 1.9918 -2.8460 0.3538  0.5852
H 3.8871 -3.7131 1.3105  0.4747
H 3.6881 -2.7368 2.7683  0.3115
H 1.8722 -5.1061 2.4398  0.4389
H 3.5575 -5.3390 2.9341  0.1829
H -2.1120 -2.7414 3.8224  0.5591
H -5.5140 4.2041 -3.7749  0.5267
H -5.9658 5.9616 -2.0563  0.4319
H -4.2661 6.4437 -0.3405  0.3738
H -2.0827 5.2655 -0.3495  0.3542
C -4.5837 -0.1631 8.4527  -0.9302
N -3.8735 -0.7919 7.3581  0.1249
C -2.4365 -1.0094 7.4697  -0.8751
C -4.4971 -1.1857 6.2349  0.0885
O -3.9537 -1.7228 5.2850  -0.5519
H -4.1811 0.8347 8.6377  0.3260
H -4.4782 -0.7596 9.3611  0.3265
H -5.6411 -0.0756 8.2113  0.3041
H -1.9220 -0.4924 6.6637  0.3103
H -2.2208 -2.0732 7.3781  0.2593
H -2.0802 -0.6452 8.4303  0.3843
H -5.5807 -0.9778 6.2472  0.2358
C -0.1496 7.3935 -4.0113  -0.6638
N -1.0610 8.3140 -3.3578  0.0671
C -1.0309 9.7225 -3.7144  -0.9677
C -1.9373 7.9014 -2.4267  0.7859
O -2.7260 8.6234 -1.8419  -0.6547
H 0.8838 7.6895 -3.8213  0.3458
H -0.3245 7.3931 -5.0891  0.3339
H -0.3001 6.3855 -3.6287  0.0614
H -0.8034 10.3262 -2.8355  0.2991
H -2.0041 10.0327 -4.0959  0.2984
H -0.2728 9.8885 -4.4753  0.3812
H -1.8870 6.8177 -2.2283  -0.3274
C 6.9856 -8.1749 5.9023  -0.9310
N 6.1463 -7.3017 5.1062  0.1439
C 5.1883 -6.4320 5.7689  -0.8114
C 6.2181 -7.2624 3.7648  0.0811
O 5.5319 -6.5460 3.0576  -0.5703
H 6.3679 -8.8621 6.4837  0.3292
H 7.5984 -7.5855 6.5870  0.3292
H 7.6405 -8.7538 5.2549  0.2964
H 4.1806 -6.6616 5.4206  0.2374
H 5.4054 -5.3913 5.5243  0.2766
H 5.2421 -6.5717 6.8451  0.3839
H 6.9699 -7.9524 3.3474  0.2327
C 1.3990 -0.8913 -5.2375  -0.8219
N 2.2416 -0.6516 -6.3951  0.1505
C 1.6243 -0.3601 -7.6781  -0.9886
C 3.5834 -0.6899 -6.3198  0.0763
O 4.3376 -0.4959 -7.2559  -0.6059
H 0.7513 -1.7500 -5.4280  0.2877
H 0.7790 -0.0084 -5.0519  0.4180
H 1.9981 -1.0934 -4.3614  0.2397
H 1.9215 -1.1071 -8.4152  0.2981
H 1.9499 0.6169 -8.0374  0.2991
H 0.5422 -0.3653 -7.5698  0.3921
H 3.9515 -0.9191 -5.3051  0.2940

Cartesian forces (eV/Å) of the 2 atoms listed first:
-0.3778 -0.2722 0.3260
0.6911 0.5363 -1.6192

Computed properties:
Total charge   0
Energy above the lowest of the compared OMol25 structures with the same formula, charge and spin   0.0 kJ/mol
LUMO   -1.238 eV
Orbital gap   7.41 eV
HOMO   -8.6 eV
Multiplicity   1
E_tot   -3431.521417 Eh
Max |F|   1.840 eV/Å